{"formula": "C36H71BCl28FN2O4", "method": "ωB97M-V/def2-TZVPD", "elements": ["Cl", "Cl", "Cl", "Cl", "Cl", "Cl", "Cl", "Cl", "Cl", "Cl", "Cl", "Cl", "Cl", "Cl", "Cl", "Cl", "Cl", "Cl", "Cl", "Cl", "Cl", "Cl", "Cl", "Cl", "Cl", "Cl", "Cl", "Cl", "F", "O", "O", "O", "O", "N", "N", "C", "C", "C", "C", "C", "C", "C", "C", "C", "C", "C", "C", "C", "C", "C", "C", "C", "C", "C", "C", "C", "C", "C", "C", "C", "C", "C", "C", "C", "C", "C", "C", "C", "C", "C", "C", "B", "H", "H", "H", "H", "H", "H", "H", "H", "H", "H", "H", "H", "H", "H", "H", "H", "H", "H", "H", "H", "H", "H", "H", "H", "H", "H", "H", "H", "H", "H", "H", "H", "H", "H", "H", "H", "H", "H", "H", "H", "H", "H", "H", "H", "H", "H", "H", "H", "H", "H", "H", "H", "H", "H", "H", "H", "H", "H", "H", "H", "H", "H", "H", "H", "H", "H", "H", "H", "H", "H", "H"], "positions_angstrom": [[5.059, 0.950, -6.247], [7.862, -1.848, 0.231], [-0.473, 5.755, -7.464], [5.834, 11.296, -1.433], [-5.159, -9.205, 6.795], [-3.620, -4.861, 3.759], [-2.275, -2.165, 2.156], [3.356, 6.914, -4.236], [1.463, 7.914, -1.616], [0.725, -5.998, 0.466], [-0.490, -3.951, 5.738], [2.426, 3.681, 2.037], [10.841, -1.036, -1.203], [-0.166, 8.924, -6.271], [-4.207, -2.303, 7.831], [8.075, 1.299, -4.691], [1.602, -8.821, 2.147], [4.690, -1.239, -2.528], [5.253, 4.513, 0.295], [4.819, 8.296, -0.185], [-0.845, -6.905, 3.638], [-6.111, 4.321, -3.924], [-5.802, 1.117, -5.016], [-5.702, -12.526, 6.294], [-4.658, -5.678, 7.374], [0.186, -0.830, 6.933], [3.199, -3.790, -0.838], [-3.395, -9.178, 3.630], [-4.830, 1.346, 1.855], [-1.601, 4.232, -1.249], [-5.094, -1.225, 0.534], [-5.590, -0.759, -1.764], [1.258, 2.404, -1.411], [-3.897, 2.840, 0.436], [-4.560, 0.973, -0.398], [-7.111, 1.783, -4.003], [5.492, 2.140, -4.993], [5.437, 8.622, -1.824], [-2.905, -4.846, 2.131], [3.909, -3.856, -2.476], [-4.464, 1.686, 0.683], [-1.616, -7.664, 5.052], [-6.909, -11.219, 6.208], [6.922, 2.594, -5.105], [2.539, -8.007, 0.870], [0.595, 3.388, -0.624], [2.377, -6.510, 0.921], [-6.323, -9.942, 5.666], [-1.775, 6.957, -7.267], [4.285, 5.571, 1.354], [-4.013, 1.724, -1.450], [8.146, -0.622, -1.035], [9.240, -1.033, -1.984], [-3.605, 2.858, -0.914], [6.498, 9.691, -1.830], [-5.891, -4.396, 7.284], [5.118, -2.969, -2.608], [-0.911, -1.256, 5.596], [1.938, 0.025, -1.371], [3.696, 4.841, 2.530], [-7.440, 3.212, -4.354], [1.381, 1.238, -0.615], [-2.041, -9.079, 4.785], [-1.612, -2.568, 5.827], [-1.298, 8.362, -7.527], [-0.917, 3.125, -0.682], [1.631, 6.547, -3.973], [0.928, 7.690, -3.302], [-1.755, -3.882, 2.039], [-2.912, 3.946, -1.668], [-5.360, -3.100, 6.727], [-5.116, -0.436, -0.546], [3.508, 6.030, 0.750], [-2.558, 6.698, -7.978], [0.936, 3.218, 0.398], [8.377, 0.321, -0.545], [-7.323, -11.078, 7.203], [5.592, -3.135, -3.574], [-7.644, 3.331, -5.414], [-2.459, -7.041, 5.344], [5.289, 1.693, -4.022], [-0.143, 7.500, -3.273], [-2.387, -9.531, 5.713], [7.104, 3.412, -4.409], [-1.026, -4.057, 2.827], [1.240, -0.800, -1.294], [7.208, -0.504, -1.574], [-2.920, 3.638, -2.714], [-1.649, -0.457, 5.525], [-3.516, 4.846, -1.595], [3.584, -8.268, 1.024], [7.291, 9.471, -1.121], [-3.927, 1.409, -2.468], [-7.115, -9.211, 5.507], [-3.699, 3.565, 1.108], [-2.545, -5.852, 1.931], [3.134, -3.581, -3.186], [-2.176, 6.855, -6.262], [-0.883, -7.647, 5.857], [-6.803, 1.691, -2.964], [0.847, 4.400, -0.922], [3.227, 5.565, 3.194], [0.429, 0.927, -0.171], [2.132, 0.261, -2.410], [-2.108, -2.590, 6.797], [-5.814, -10.105, 4.721], [5.851, -3.167, -1.829], [4.591, 8.892, -2.450], [-3.693, -4.615, 1.417], [1.562, 5.631, -3.388], [2.588, -6.120, 1.913], [-4.859, -3.249, 5.773], [9.064, -2.025, -2.393], [4.442, 4.291, 3.096], [-1.226, -9.680, 4.392], [1.187, 6.365, -4.951], [2.859, -0.309, -0.923], [-4.210, -1.281, 0.928], [-6.185, -2.405, 6.578], [-8.319, 3.531, -3.798], [4.193, -4.890, -2.658], [-4.992, -1.322, -2.265], [-6.684, -4.769, 6.637], [3.058, -6.039, 0.214], [2.059, 1.467, 0.207], [-6.298, -4.261, 8.283], [-2.146, 9.044, -7.521], [-1.240, 2.982, 0.352], [4.830, 2.988, -5.124], [5.853, 7.687, -2.195], [9.291, -0.328, -2.810], [7.153, 2.940, -6.108], [-7.985, 1.154, -4.158], [6.936, 9.765, -2.824], [-2.364, -2.723, 5.054], [-1.028, 2.211, -1.260], [2.223, -8.410, -0.089], [-1.255, -3.991, 1.080], [4.949, 6.354, 1.712], [-0.799, 8.445, -8.489], [-0.329, -1.270, 4.677], [-7.705, -11.564, 5.550], [1.094, 8.622, -3.833]], "forces_ev_per_a": [[0.00, -0.06, 0.01], [-0.05, -0.03, 0.02], [0.01, -0.01, 0.07], [0.00, 0.01, 0.03], [0.02, -0.03, 0.04], [-0.19, -0.01, 0.04], [-0.07, 0.28, 0.05], [0.06, -0.11, -0.03], [0.05, 0.00, 0.04], [-0.03, -0.02, 0.03], [0.02, 0.00, -0.04], [0.35, 0.12, 0.40], [0.00, -0.04, 0.01], [0.01, 0.01, -0.05], [-0.35, 0.06, 0.24], [0.01, -0.05, -0.03], [0.06, -0.10, -0.07], [0.17, -0.11, -0.10], [-0.06, -0.02, 0.00], [0.04, 0.20, -0.05], [0.13, -0.10, -0.04], [0.08, 0.04, 0.05], [0.08, 0.02, 0.08], [0.02, 0.00, 0.02], [0.08, 0.15, -0.04], [0.02, 0.00, -0.01], [0.03, 0.29, -0.15], [0.04, 0.06, -0.15], [-0.44, -0.45, 0.87], [-0.21, -0.01, 0.21], [0.34, -0.30, -0.27], [0.25, 0.53, -0.25], [-0.09, 0.20, -0.18], [0.14, 0.56, -0.10], [-0.63, -1.51, -1.35], [-0.12, -0.04, 0.01], [-0.05, -0.06, 0.11], [0.04, -0.05, -0.18], [-0.16, 0.07, -0.15], [0.01, -0.06, -0.09], [0.37, 0.59, 0.59], [-0.09, 0.19, 0.28], [-0.10, -0.03, 0.01], [0.03, 0.18, 0.02], [0.01, -0.05, 0.00], [-0.25, -0.97, 0.12], [0.24, -0.10, 0.01], [-0.10, 0.04, -0.12], [-0.11, -0.03, -0.04], [-0.06, -0.06, 0.08], [-0.47, -0.65, 0.51], [-0.10, 0.12, -0.09], [0.03, 0.01, -0.09], [1.03, 1.63, -0.86], [0.09, 0.00, -0.03], [-0.11, -0.07, 0.03], [0.24, -0.06, -0.06], [-0.03, 0.06, -0.09], [-0.32, 0.58, 0.24], [0.09, 0.06, 0.19], [-0.11, -0.07, 0.00], [0.64, -0.79, -0.01], [0.06, -0.24, 0.14], [-0.04, 0.02, 0.13], [-0.08, 0.06, -0.08], [0.91, 0.55, 0.31], [-0.07, -0.17, -0.14], [-0.21, 0.06, 0.08], [0.20, -0.42, -0.21], [-0.12, 0.17, 0.13], [-0.04, 0.02, -0.11], [-0.04, 0.01, 0.21], [0.00, -0.05, -0.07], [0.03, 0.02, -0.05], [-0.27, 0.50, -0.24], [0.08, -0.05, 0.07], [0.07, 0.00, 0.04], [-0.08, 0.00, -0.05], [0.10, -0.02, -0.03], [-0.03, 0.01, -0.06], [0.05, -0.07, -0.03], [-0.01, -0.05, -0.01], [-0.07, 0.04, 0.00], [-0.04, -0.04, 0.04], [-0.07, 0.13, 0.10], [-0.11, -0.21, -0.26], [0.04, -0.05, -0.06], [-0.04, -0.10, -0.17], [-0.05, -0.03, 0.05], [0.11, 0.34, -0.02], [0.02, 0.07, 0.04], [-0.04, 0.02, 0.06], [-0.22, -0.37, -0.20], [-0.03, -0.01, 0.07], [0.01, 0.06, 0.11], [0.08, 0.00, 0.06], [-0.03, 0.06, 0.05], [0.06, 0.01, 0.03], [0.04, -0.04, -0.02], [0.04, 0.01, 0.00], [0.08, 0.07, -0.29], [-0.08, -0.02, -0.02], [-0.25, 0.33, 0.01], [-0.06, 0.03, -0.21], [0.34, -0.08, -0.24], [0.10, -0.04, 0.05], [-0.06, 0.06, 0.08], [-0.05, 0.04, 0.08], [-0.02, 0.09, 0.05], [0.10, 0.04, 0.06], [-0.11, -0.02, 0.05], [0.06, -0.05, 0.03], [0.01, -0.05, 0.08], [0.02, -0.07, -0.09], [-0.01, 0.04, -0.10], [0.02, 0.09, -0.03], [0.25, -0.03, 0.10], [-0.06, -0.19, 0.73], [-0.02, -0.01, 0.06], [0.03, 0.00, 0.06], [0.05, -0.01, 0.03], [-0.37, -0.44, -0.23], [0.02, 0.03, -0.05], [-0.12, -0.11, 0.03], [-0.02, 0.10, 0.24], [0.05, 0.02, 0.03], [-0.02, -0.01, 0.06], [-0.40, -0.19, 0.04], [-0.07, 0.18, -0.05], [0.03, 0.00, 0.05], [-0.01, 0.07, 0.04], [0.01, -0.09, -0.03], [-0.01, 0.01, -0.05], [-0.06, -0.01, -0.03], [0.03, 0.01, -0.02], [-0.32, -0.11, -0.13], [-0.08, 0.01, 0.01], [-0.03, 0.07, -0.03], [0.04, -0.04, 0.05], [0.08, -0.05, 0.03], [0.06, -0.04, 0.03], [0.03, 0.01, -0.05], [0.08, 0.04, 0.07]], "mulliken_charge": [-0.19, -0.19, -0.19, -0.19, -0.15, -0.05, -0.26, -0.21, -0.17, -0.15, -0.14, -0.15, -0.20, -0.13, -0.21, -0.18, -0.13, -0.09, -0.16, -0.17, -0.05, -0.16, -0.18, -0.19, -0.13, -0.20, -0.23, -0.21, -0.23, -0.39, -0.38, -0.38, -0.48, 0.21, 0.52, -0.28, -0.26, -0.29, -0.74, -0.52, 0.21, -0.32, -0.44, -0.44, -0.54, 0.65, -0.28, -0.35, -0.50, -0.40, -0.60, -0.02, -0.11, -0.22, -0.47, -0.56, -0.49, -0.34, -1.26, -0.55, -0.46, 0.13, -0.44, 0.26, -0.46, -0.45, 0.44, -0.66, -0.24, -0.57, -0.01, 0.38, 0.15, 0.35, -0.79, 0.40, 0.32, 0.34, 0.36, 0.00, 0.21, 0.37, 0.29, 0.27, 0.19, 0.25, -0.16, 0.31, 0.30, 0.37, 0.34, 0.33, 0.69, 0.30, 0.28, 0.33, 0.34, 0.30, 0.39, 0.07, 0.46, 0.32, 0.24, 0.35, 0.08, 0.21, 0.25, 0.22, 0.42, -0.04, 0.29, -0.10, 0.31, 0.38, 0.36, -0.08, 0.33, 0.21, 0.36, 0.30, 0.38, 0.33, 0.28, 0.20, 0.10, 0.39, 0.31, 0.21, 0.23, 0.25, -0.01, 0.36, 0.37, 0.32, -0.22, 0.46, 0.30, 0.32, 0.41, 0.34, 0.24, 0.31, 0.34], "homo_ev": -11.69, "gap_ha": 0.3249, "total_charge": 1, "multiplicity": 1, "lumo_ev": -2.85}